Entry a
{"formula": "C5H6NO", "method": "ωB97M-V/def2-TZVPD", "charge": 1, "lumo_energy_ev": [-6.66, -6.66], "homo_energy_ev": [-14.73, -14.73], "mol_weight_g_mol": 96.11, "smiles": "O=CC[N@@+]12C=C1C2", "elements": ["O", "C", "C", "N", "C", "C", "C", "H", "H", "H", "H", "H", "H"], "positions_angstrom": [[-0.545, 1.475, 1.803], [-1.383, 1.158, 1.039], [-1.043, -0.165, -0.134], [0.357, -0.059, -0.141], [1.188, -0.651, 0.744], [1.776, -1.210, -0.324], [1.178, -0.324, -1.325], [-2.325, 1.610, 0.970], [-1.354, -0.999, 0.399], [-1.553, 0.057, -1.143], [1.130, -0.657, 1.781], [1.869, 0.483, -1.425], [0.706, -0.719, -2.246]], "lowdin_charge": [0.12, -0.08, 0.00, -0.09, 0.02, 0.24, -0.03, 0.11, 0.10, 0.17, 0.13, 0.14, 0.16]}

=====

Entry b
{"formula": "C5H6NO", "method": "ωB97M-V/def2-TZVPD", "charge": 1, "lumo_energy_ev": -6.65, "homo_energy_ev": -15.07, "mol_weight_g_mol": 96.11, "smiles": "C/C=C1\\CC1=[N+]=O", "elements": ["C", "C", "C", "C", "C", "N", "O", "H", "H", "H", "H", "H", "H"], "positions_angstrom": [[2.051, 0.371, -0.500], [0.569, 0.274, -0.864], [-0.306, -0.009, 0.024], [-0.567, -0.634, 1.265], [-1.749, -0.382, 0.296], [-2.788, -0.066, -0.198], [-3.740, 0.396, -0.663], [2.732, 0.816, -1.130], [2.336, -0.632, -0.154], [2.064, 1.009, 0.306], [0.263, 0.436, -1.941], [-0.156, -1.582, 1.494], [-0.708, 0.002, 2.065]], "lowdin_charge": [-0.01, -0.01, -0.15, 0.11, 0.02, 0.08, 0.29, 0.07, 0.11, 0.06, 0.16, 0.14, 0.12]}

=====

What should be chosen as the most stable of them? Choose entry a.

=====

Entry a
{"formula": "C3H17N2O3", "method": "ωB97M-V/def2-TZVPD", "charge": 1, "lumo_energy_ev": -2.44, "homo_energy_ev": -13.67, "mol_weight_g_mol": 129.18, "elements": ["C", "C", "C", "N", "N", "H", "H", "H", "H", "H", "H", "H", "H", "H", "H", "H", "H", "H", "O", "H", "H", "O", "H", "H", "O"], "positions_angstrom": [[-0.363, 0.366, -2.167], [-1.616, -0.224, -1.428], [-1.597, -1.722, -1.270], [-0.420, -2.116, -0.527], [0.937, 0.106, -1.467], [-0.563, 1.448, -2.105], [-0.384, -0.072, -3.173], [-1.750, 0.349, -0.478], [-2.533, 0.059, -1.976], [-2.604, -2.118, -0.847], [-1.646, -2.264, -2.251], [-0.547, -1.681, 0.403], [0.751, -0.913, -1.018], [-0.293, -3.101, -0.312], [1.105, 0.736, -0.717], [1.640, 0.056, -2.165], [3.079, 1.482, 2.651], [1.684, 1.063, 2.967], [2.252, 1.271, 2.280], [1.208, 2.121, 1.168], [0.893, 3.146, 0.216], [0.666, 2.312, 0.410], [-0.440, 0.501, 3.968], [0.331, -0.775, 4.137], [0.211, -0.029, 3.700]], "lowdin_charge": [-0.14, -0.19, -0.30, -0.02, 0.16, 0.13, 0.13, 0.13, 0.13, 0.14, 0.13, 0.11, 0.15, 0.11, 0.09, 0.14, 0.05, -0.02, 0.01, -0.01, -0.01, 0.00, 0.00, -0.01, 0.09]}

=====

Entry b
{"formula": "C3H17N2O3", "method": "ωB97M-V/def2-TZVPD", "charge": 1, "lumo_energy_ev": -2.94, "homo_energy_ev": -12.17, "mol_weight_g_mol": 129.18, "elements": ["C", "C", "C", "N", "N", "H", "H", "H", "H", "H", "H", "H", "H", "H", "H", "H", "H", "H", "O", "H", "H", "O", "H", "H", "O"], "positions_angstrom": [[0.933, 0.760, 0.315], [1.617, 0.549, 1.608], [1.937, -0.981, 1.837], [1.945, -1.625, 3.209], [-0.476, 0.200, 0.139], [1.584, 0.333, -0.597], [0.783, 1.930, -0.179], [0.924, 0.652, 2.451], [2.527, 1.144, 1.752], [1.110, -1.623, 1.379], [2.870, -1.302, 1.397], [2.269, -1.026, 3.823], [2.469, -2.519, 3.285], [-0.819, 0.162, 1.076], [-1.152, 0.850, -0.433], [-0.502, -0.729, -0.294], [-1.700, 2.858, -1.496], [-1.767, 1.907, -2.653], [-1.831, 1.888, -1.697], [-3.214, 1.591, -3.317], [-2.928, 0.837, -4.680], [-2.482, 1.480, -4.048], [-1.818, -1.986, -1.520], [-0.992, -3.154, -0.664], [-1.286, -2.197, -0.694]], "lowdin_charge": [-0.20, -0.19, -0.24, 0.01, 0.14, 0.17, 0.19, 0.12, 0.13, 0.11, 0.10, -0.02, 0.10, 0.14, 0.13, 0.07, 0.11, -0.02, -0.08, 0.11, 0.10, -0.11, 0.10, 0.11, -0.08]}

=====

What should be chosen as the most stable of them? Choose entry a.

=====

Entry a
{"formula": "C3H17N2O3", "method": "ωB97M-V/def2-TZVPD", "charge": 1, "lumo_energy_ev": -2.92, "homo_energy_ev": -12.44, "mol_weight_g_mol": 129.18, "elements": ["N", "C", "C", "C", "N", "H", "H", "H", "H", "H", "H", "H", "H", "H", "H", "H", "H", "H", "O", "H", "H", "O", "H", "H", "O"], "positions_angstrom": [[-0.469, -1.200, 0.352], [0.330, -0.066, -0.262], [0.243, -0.243, -1.759], [1.756, -0.054, 0.269], [1.963, 0.606, 1.530], [0.174, -1.831, 0.833], [-0.936, -1.763, -0.366], [-1.137, -0.959, 1.092], [-0.095, 0.868, 0.090], [1.002, -0.888, -2.211], [0.438, 0.718, -2.256], [-0.735, -0.565, -2.104], [2.224, -1.035, 0.356], [2.382, 0.429, -0.485], [1.704, 0.068, 2.339], [1.684, 1.575, 1.600], [-2.626, 1.597, 1.846], [-2.431, 0.928, 0.494], [-2.126, 0.898, 1.409], [-0.829, 3.568, 0.966], [0.275, 4.126, 1.700], [-0.028, 3.254, 1.418], [-0.323, -3.887, -2.219], [-1.573, -3.017, -2.636], [-0.865, -3.127, -1.998]], "lowdin_charge": [0.22, -0.33, -0.05, -0.25, 0.03, 0.16, 0.12, 0.14, 0.11, 0.10, 0.10, 0.07, 0.13, 0.13, 0.07, 0.06, 0.07, 0.06, -0.05, 0.05, 0.05, -0.06, 0.06, 0.06, -0.04]}

=====

Entry b
{"formula": "C3H17N2O3", "method": "ωB97M-V/def2-TZVPD", "charge": 1, "lumo_energy_ev": -2.77, "homo_energy_ev": -13.08, "mol_weight_g_mol": 129.18, "elements": ["C", "C", "C", "N", "N", "H", "H", "H", "H", "H", "H", "H", "H", "H", "H", "H", "H", "H", "O", "H", "H", "O", "H", "H", "O"], "positions_angstrom": [[0.546, -1.120, -0.686], [-0.452, -0.887, -1.879], [-1.883, -0.865, -1.421], [-2.246, 0.282, -0.520], [0.417, -0.098, 0.454], [1.570, -1.209, -1.009], [0.136, -1.933, -0.079], [0.025, 0.012, -2.350], [-0.243, -1.653, -2.654], [-2.577, -1.066, -2.271], [-2.186, -1.721, -0.777], [-1.811, 1.150, -0.811], [1.347, 0.327, 0.728], [-3.239, 0.439, -0.554], [0.194, -0.575, 1.330], [-0.284, 0.637, 0.448], [-1.220, -0.102, 3.707], [-2.390, -0.161, 2.579], [-1.521, 0.168, 2.835], [3.752, -0.659, 0.627], [3.285, 0.601, -0.192], [3.054, -0.001, 0.528], [1.522, 3.549, 0.507], [2.393, 2.240, 1.052], [1.810, 2.643, 0.408]], "lowdin_charge": [-0.11, -0.17, -0.26, -0.01, 0.14, 0.11, 0.12, 0.13, 0.13, 0.12, 0.12, 0.07, 0.09, 0.08, 0.13, 0.11, 0.05, 0.05, -0.06, 0.09, 0.08, -0.04, 0.06, 0.03, -0.04]}

=====

Entry c
{"formula": "C3H17N2O3", "method": "ωB97M-V/def2-TZVPD", "charge": 1, "lumo_energy_ev": -2.84, "homo_energy_ev": -12.31, "mol_weight_g_mol": 129.18, "elements": ["C", "C", "C", "N", "N", "H", "H", "H", "H", "H", "H", "H", "H", "H", "H", "H", "H", "H", "O", "H", "H", "O", "H", "H", "O"], "positions_angstrom": [[1.645, -0.358, -1.434], [0.677, -1.515, -1.371], [-0.732, -1.182, -1.852], [-1.817, -2.106, -1.673], [1.363, 0.715, -0.418], [1.745, -0.015, -2.472], [2.728, -0.764, -1.244], [0.599, -1.956, -0.341], [1.094, -2.353, -1.969], [-1.081, -0.167, -1.494], [-0.757, -0.937, -2.942], [-1.744, -2.996, -2.121], [-2.133, -2.346, -0.709], [0.706, 1.360, -0.890], [0.947, 0.223, 0.366], [2.110, 1.358, -0.146], [-1.393, 2.603, 0.686], [-2.455, 1.939, -0.225], [-1.511, 2.077, -0.110], [-1.112, 1.238, 4.161], [-1.161, -0.186, 3.466], [-0.738, 0.680, 3.475], [2.182, 0.883, 2.538], [0.572, 0.974, 2.674], [1.356, 0.913, 2.051]], "lowdin_charge": [-0.17, -0.20, -0.32, -0.01, 0.16, 0.13, 0.16, 0.13, 0.13, 0.11, 0.13, 0.06, 0.09, 0.15, 0.11, 0.16, 0.04, 0.05, -0.05, 0.08, 0.09, -0.01, 0.06, 0.00, -0.09]}

=====

What should be chosen as the most stable of them? Choose entry a.

=====

Entry a
{"formula": "C7H12N3", "method": "ωB97M-V/def2-TZVPD", "charge": 1, "spin_multiplicity": 3, "lumo_energy_ev": [-3.58, -5.70], "homo_energy_ev": [-9.68, -13.39], "mol_weight_g_mol": 138.19, "elements": ["C", "C", "C", "C", "C", "C", "C", "N", "N", "N", "H", "H", "H", "H", "H", "H", "H", "H", "H", "H", "H", "H"], "positions_angstrom": [[-1.196, -0.617, -1.676], [-0.126, -1.112, -2.510], [-0.980, -0.331, -0.345], [0.279, 0.340, 2.475], [0.017, -1.008, 0.425], [1.677, -0.300, -1.222], [-1.836, 0.804, 0.118], [1.070, -0.876, -2.172], [0.503, -0.712, 1.743], [2.221, 1.004, -1.176], [-2.188, -0.701, -2.136], [-0.283, -1.718, -3.419], [0.585, 0.300, 3.520], [-0.339, 1.180, 2.117], [0.136, -1.899, 0.009], [2.064, -1.061, -0.585], [-2.386, 0.650, 1.062], [-2.577, 0.987, -0.692], [-1.098, 1.723, 0.018], [2.931, 1.088, -0.469], [1.102, -1.430, 2.129], [2.006, 1.838, -1.810]], "mulliken_spin": [0.40, 0.05, 0.02, 0.72, 0.28, 0.01, 0.04, 0.25, 0.17, 0.03, 0.01, 0.01, 0.01, 0.03, 0.01, -0.01, 0.00, 0.00, 0.00, -0.01, -0.02, 0.00]}

=====

Entry b
{"formula": "C7H12N3", "method": "ωB97M-V/def2-TZVPD", "charge": 1, "spin_multiplicity": 3, "lumo_energy_ev": [-2.73, -7.56], "homo_energy_ev": [-9.06, -13.29], "mol_weight_g_mol": 138.19, "elements": ["C", "C", "C", "C", "C", "C", "C", "N", "N", "N", "H", "H", "H", "H", "H", "H", "H", "H", "H", "H", "H", "H"], "positions_angstrom": [[2.075, 1.587, 0.417], [3.297, 1.048, 0.082], [1.779, -0.607, -0.108], [1.025, -1.888, -0.097], [-0.365, -1.267, 0.513], [-2.612, 0.545, -0.032], [-1.140, 0.964, -0.317], [1.202, 0.526, 0.231], [3.107, -0.338, -0.212], [-0.321, 0.213, 0.633], [1.764, 2.533, 0.517], [4.330, 1.530, 0.096], [0.885, -2.233, -1.060], [1.363, -2.688, 0.552], [-1.276, -1.555, -0.178], [-0.584, -1.730, 1.464], [-2.685, -0.538, 0.189], [-2.953, 0.970, 0.899], [-3.246, 0.869, -0.815], [-1.083, 0.722, -1.399], [-1.123, 2.077, -0.139], [3.926, -0.922, -0.336]], "mulliken_spin": [0.01, 0.23, 0.56, 0.01, 0.00, 0.00, 0.02, 0.33, 0.09, 0.62, 0.01, 0.00, 0.05, 0.01, 0.01, 0.03, 0.00, 0.00, 0.00, 0.01, 0.01, -0.01]}

=====

What should be chosen as the most stable of them? Choose entry a.

=====

Entry a
{"formula": "C4H11N2O", "method": "ωB97M-V/def2-TZVPD", "charge": 1, "lumo_energy_ev": -2.98, "homo_energy_ev": -15.04, "mol_weight_g_mol": 103.14, "smiles": "C[N+](C)(C)NC=O", "elements": ["C", "N", "C", "C", "N", "C", "O", "H", "H", "H", "H", "H", "H", "H", "H", "H", "H", "H"], "positions_angstrom": [[0.391, 1.188, -1.181], [0.180, 0.114, -0.188], [1.498, -0.407, 0.211], [-0.655, -1.040, -0.815], [-0.647, 0.657, 0.881], [-1.161, -0.129, 1.920], [-0.864, -1.270, 2.019], [-0.562, 1.767, -1.388], [0.984, 1.939, -0.592], [0.913, 0.890, -2.088], [1.240, -1.026, 0.973], [1.797, -1.074, -0.638], [2.457, 0.140, 0.559], [-0.781, -1.761, -0.067], [-1.615, -0.659, -1.168], [-0.123, -1.427, -1.629], [-1.136, 1.568, 0.724], [-1.918, 0.530, 2.468]], "lowdin_charge": [0.00, -0.33, 0.02, 0.07, 0.08, -0.29, 0.09, 0.13, 0.13, 0.12, 0.05, 0.13, 0.17, 0.08, 0.13, 0.09, 0.17, 0.17]}

=====

Entry b
{"formula": "C4H11N2O", "method": "ωB97M-V/def2-TZVPD", "charge": 1, "lumo_energy_ev": -3.34, "homo_energy_ev": -13.56, "mol_weight_g_mol": 103.14, "smiles": "[NH3+]CCNCC=O", "elements": ["N", "C", "C", "N", "C", "C", "O", "H", "H", "H", "H", "H", "H", "H", "H", "H", "H", "H"], "positions_angstrom": [[1.133, -1.744, 0.097], [1.011, -0.619, 1.083], [-0.451, -0.102, 1.063], [-1.110, -0.172, -0.244], [-1.194, 0.971, -1.216], [-0.061, 1.994, -1.068], [1.075, 1.638, -0.871], [2.109, -2.032, -0.009], [0.559, -2.531, 0.400], [0.693, -1.399, -0.752], [1.670, 0.140, 0.713], [1.352, -0.920, 2.059], [-0.998, -0.804, 1.684], [-0.412, 0.859, 1.579], [-2.062, -0.389, -0.002], [-2.120, 1.485, -0.978], [-0.922, 0.592, -2.202], [-0.272, 3.034, -1.336]], "lowdin_charge": [0.19, -0.13, -0.19, -0.07, -0.12, -0.21, 0.05, 0.18, 0.17, 0.14, 0.10, 0.13, 0.12, 0.13, 0.11, 0.12, 0.13, 0.13]}

=====

What should be chosen as the most stable of them? Choose entry b.